1.
{
  "formula": "C6H12N2O3",
  "method": "ωB97M-V with the def2-TZVPD basis set",
  "relative_energy_kj_mol": 528.0,
  "e_tot_ha": -570.901743,
  "species": ["C", "C", "C", "C", "C", "C", "N", "N", "O", "O", "O", "H", "H", "H", "H", "H", "H", "H", "H", "H", "H", "H", "H"],
  "coordinates": [[-1.3462, 1.6094, -1.6046], [2.0790, -0.0281, -0.9298], [1.6662, -1.4946, -0.3820], [-0.6590, -1.4855, -0.8584], [-0.2395, 0.6104, -1.5046], [-1.5155, 0.6437, 2.8576], [1.0482, 0.7309, -1.7033], [0.2301, -1.5634, 0.1221], [-2.1828, 1.9235, -2.4175], [-1.2204, 1.8771, -0.3899], [-0.4843, 0.6387, 1.8133], [2.2939, 0.4252, -0.0299], [2.9480, -0.0905, -1.4940], [1.8647, -2.2410, -1.1667], [2.3372, -1.7525, 0.4940], [-1.7021, -1.4383, -0.5684], [-0.5643, -2.2149, -1.5973], [-2.5538, 0.5520, 2.4493], [-1.3644, 1.5442, 3.3949], [-1.3007, -0.2496, 3.4472], [1.3794, 1.5811, -2.1469], [0.1064, -0.9379, 0.9757], [-0.8198, 1.3600, 1.2391]]
}

2.
{
  "formula": "C36H72F2N2O19P3",
  "method": "ωB97M-V with the def2-TZVPD basis set",
  "charge": 1,
  "e_tot_ha": -4177.698686,
  "species": ["C", "C", "C", "O", "C", "C", "C", "C", "O", "O", "C", "C", "O", "C", "C", "C", "F", "N", "C", "C", "O", "F", "C", "C", "N", "C", "C", "O", "O", "H", "H", "H", "H", "H", "H", "H", "H", "H", "H", "H", "H", "H", "H", "H", "H", "H", "H", "H", "H", "H", "H", "H", "H", "H", "H", "H", "O", "P", "O", "C", "C", "O", "C", "C", "O", "C", "C", "H", "H", "H", "H", "H", "H", "H", "H", "H", "H", "H", "H", "H", "H", "H", "O", "P", "O", "C", "C", "O", "C", "C", "O", "C", "C", "H", "H", "H", "H", "H", "H", "H", "H", "H", "H", "H", "H", "H", "H", "H", "O", "P", "O", "C", "C", "O", "C", "C", "O", "C", "C", "H", "H", "H", "H", "H", "H", "H", "H", "H", "H", "H", "H", "H", "H", "H"],
  "coordinates": [[0.9935, -7.8961, 2.7507], [0.9489, -6.3794, 2.5038], [-0.3623, -6.0596, 1.8004], [-0.2460, -4.8776, 1.0022], [-1.4624, -4.3969, 0.5428], [-1.7743, -4.2979, -0.9665], [-0.7348, -3.7617, -2.0000], [0.4559, -2.9799, -1.4849], [0.5839, -1.8086, -1.7651], [1.3902, -3.6214, -0.7818], [2.6129, -2.8984, -0.6557], [2.7562, -1.8206, 0.3670], [3.5062, -3.2240, -1.3540], [-3.1079, -3.5832, -0.8528], [-4.1068, -3.6454, -1.9554], [-4.0241, -2.4474, -2.9133], [-4.0112, -1.2567, -2.2215], [-3.2388, -2.9849, 0.2878], [-4.4405, -2.2349, 0.6560], [-5.4717, -3.1782, 1.2450], [-5.9735, -4.0667, 0.6565], [-5.7699, -2.9807, 2.5210], [-2.0482, -3.1143, 1.1589], [-2.5329, -3.4911, 2.5952], [-1.4796, -3.6203, 3.5938], [-1.1509, -1.8855, 1.3509], [-1.2152, -0.8458, 0.2636], [-1.8665, -0.9181, -0.7373], [-0.4848, 0.2682, 0.5455], [-0.0054, -8.2307, 3.0349], [1.2581, -8.4313, 1.8412], [1.6824, -8.1168, 3.5597], [0.9420, -5.9078, 3.4871], [1.8025, -6.0094, 1.9406], [-1.1123, -5.9473, 2.5906], [-0.7073, -6.9081, 1.2002], [-2.1945, -5.1481, 0.8653], [-1.9666, -5.3229, -1.2860], [-1.2468, -3.1102, -2.7011], [-0.3791, -4.5989, -2.5971], [3.0889, -0.9323, -0.1677], [3.5191, -2.0487, 1.1051], [1.8030, -1.5687, 0.8262], [-4.0003, -4.5493, -2.5504], [-5.1081, -3.6596, -1.5273], [-4.9347, -2.4593, -3.5117], [-3.1722, -2.4939, -3.5885], [-4.8232, -1.6442, -0.1678], [-4.1413, -1.5595, 1.4554], [-3.2460, -2.7626, 2.9852], [-3.0795, -4.4398, 2.5800], [-1.3599, -2.7587, 4.1103], [-0.5709, -3.8060, 3.1851], [-1.4408, -1.3770, 2.2728], [-0.1167, -2.1824, 1.5170], [0.2750, 0.2990, -0.0563], [0.1193, 3.4008, 4.5629], [-1.1800, 4.0414, 4.2650], [-1.4616, 3.7960, 2.6797], [-1.6071, 2.4603, 2.2045], [-2.9714, 1.8845, 2.5536], [-0.7819, 5.6215, 4.2452], [0.3103, 6.1216, 5.0273], [1.4819, 6.4575, 4.1310], [-2.6810, 4.2903, 4.7540], [-3.4168, 5.5132, 4.5716], [-3.7342, 5.8378, 3.1316], [-0.8089, 1.8308, 2.6033], [-1.4913, 2.4958, 1.1241], [-3.0911, 1.7782, 3.6343], [-3.0991, 0.8987, 2.0949], [-3.7687, 2.5405, 2.2057], [0.5977, 5.4085, 5.7983], [-0.0448, 7.0230, 5.5309], [1.7628, 5.5998, 3.5199], [2.3461, 6.7682, 4.7192], [1.2172, 7.2647, 3.4468], [-2.9149, 6.3408, 5.0665], [-4.3503, 5.3593, 5.1147], [-2.8426, 6.1324, 2.5806], [-4.4418, 6.6667, 3.0943], [-4.1725, 4.9794, 2.6227], [5.8874, -0.2912, 1.0547], [7.3292, -0.0211, 1.2618], [7.4534, 1.5194, 1.7521], [6.8597, 1.9100, 2.9954], [7.6825, 1.4527, 4.1858], [7.8513, 0.1496, -0.2773], [7.1954, -0.5208, -1.3586], [6.3977, 0.4699, -2.1786], [8.7101, -0.5934, 1.8134], [9.9975, -0.3787, 1.2058], [10.4703, 1.0543, 1.2464], [5.8391, 1.5233, 3.0587], [6.7995, 2.9974, 2.9804], [7.7035, 0.3625, 4.2547], [7.2646, 1.8457, 5.1129], [8.7146, 1.7896, 4.0931], [6.5608, -1.3271, -0.9930], [7.9756, -0.9723, -1.9752], [5.7045, 1.0277, -1.5481], [5.8320, -0.0382, -2.9613], [7.0613, 1.1990, -2.6449], [10.0168, -0.7782, 0.1947], [10.6844, -0.9957, 1.7864], [9.8950, 1.6864, 0.5719], [11.5159, 1.0994, 0.9399], [10.3808, 1.4689, 2.2498], [-2.7965, 0.3808, -6.0431], [-3.7720, 1.4610, -5.7106], [-3.6135, 2.4630, -6.9914], [-4.0524, 2.0310, -8.2829], [-5.5636, 2.0839, -8.4140], [-2.8596, 2.2419, -4.5846], [-1.9688, 1.5271, -3.7235], [-0.5331, 1.7655, -4.1384], [-5.1238, 2.1471, -5.1564], [-5.1964, 3.3874, -4.4306], [-4.8109, 4.6029, -5.2381], [-3.6807, 1.0232, -8.4853], [-3.5922, 2.7026, -9.0064], [-6.0427, 1.3700, -7.7387], [-5.8675, 1.8462, -9.4337], [-5.9390, 3.0736, -8.1555], [-2.2022, 0.4629, -3.7151], [-2.1321, 1.9047, -2.7106], [-0.3850, 1.5182, -5.1891], [0.1520, 1.1653, -3.5361], [-0.2735, 2.8182, -4.0183], [-4.6287, 3.3263, -3.5052], [-6.2438, 3.4752, -4.1364], [-3.7417, 4.6286, -5.4405], [-5.0698, 5.5040, -4.6803], [-5.3316, 4.6204, -6.1944]]
}

3.
{
  "formula": "C2H3IOS",
  "method": "ωB97M-V with the def2-TZVPD basis set",
  "relative_energy_kj_mol": 44.8,
  "e_tot_ha": -849.105449,
  "species": ["C", "C", "O", "S", "I", "H", "H", "H"],
  "coordinates": [[-1.5259, -2.0248, 0.2232], [0.2415, 1.1420, -0.2694], [-2.5473, -1.8779, 0.6596], [1.9743, 0.6762, -0.4822], [1.9418, -1.4711, 0.5838], [-0.1068, 0.4856, 0.4693], [-0.3024, 0.9274, -1.2674], [0.3247, 2.1425, 0.0830]]
}

The following HOMO values (in eV) correspond, in order, to the records above: -8.33, -11.74, -8.61.
The following molecular weight values (in g mol⁻¹) correspond, in order, to the records above: 160.17, 967.88, 202.02.